# 1
21
Properties=species:S:1:pos:R:3:forces:R:3 method="wB97M-V/def2-TZVPD" e_above_lowest_ev=6.085 energy_ev=-9965.0896 total_charge=0
C 0.4721 0.3113 0.2628 -4.3 -0.4 3.0
C 2.0005 0.7221 -1.6673 -2.3 -0.3 -1.1
C 0.0280 0.3761 -1.0466 4.7 0.9 -3.1
C 1.0780 -0.9154 0.8649 -0.2 -0.1 0.3
C -2.6079 -0.7972 0.8504 0.3 -0.2 0.0
C -1.6770 0.3831 0.7819 1.5 0.6 1.1
O 2.8362 -0.3900 -1.5972 0.1 -0.1 0.3
N -1.9648 1.5647 1.1271 0.3 -0.4 0.4
H 3.3219 -0.3782 -0.7631 -0.2 0.0 -0.2
H 0.7050 1.2505 0.7565 -0.1 0.0 -0.1
H -2.8807 1.6450 1.6051 0.0 0.0 -0.7
H 1.7241 0.8799 -2.7075 0.4 0.1 -0.1
H 2.4530 1.6300 -1.2630 -0.4 0.0 0.4
H -0.1765 -0.5462 -1.5805 -0.2 0.1 0.1
H -0.4757 1.2760 -1.3783 0.0 -0.1 0.0
H 0.9724 -1.7877 0.2186 0.2 0.1 0.0
H 0.5843 -1.1443 1.8133 0.0 0.1 0.0
H 2.1263 -0.7533 1.1336 0.0 -0.1 -0.2
H -2.8247 -1.1674 -0.1552 0.0 0.0 0.0
H -2.1348 -1.6148 1.4012 -0.1 0.0 -0.1
H -3.5597 -0.5441 1.3433 0.2 0.1 -0.1

# 2
21
Properties=species:S:1:pos:R:3:forces:R:3 method="wB97M-V/def2-TZVPD" e_above_lowest_ev=2.117 smiles="C=NC(=C)CCC.O" energy_ev=-9969.0572 total_charge=0
C 0.1997 -2.7190 -1.0097 1.0 -0.2 -0.8
C 0.0984 -1.3272 -1.6005 -0.3 1.2 -0.1
C -0.6800 -0.3161 -0.7380 -0.2 -0.4 0.4
C 0.0875 0.1987 0.4673 0.5 -0.2 -0.1
C -0.4745 0.3895 1.6617 -0.5 -0.5 -0.5
C 2.0117 1.4466 0.4284 -1.1 0.4 0.1
N 1.4732 0.3163 0.2747 0.3 0.0 -0.1
H -0.6821 -3.2986 -1.2660 -0.3 0.0 0.5
H 0.4472 -2.7335 0.0485 -0.3 0.1 0.1
H 1.0171 -3.2505 -1.5114 0.0 0.0 0.1
H -0.4039 -1.3593 -2.5678 -0.2 -0.2 0.0
H 1.0369 -0.8177 -1.8327 0.3 -0.6 0.2
H -1.5591 -0.8053 -0.3106 -0.2 0.1 -0.3
H -1.0166 0.5027 -1.3774 0.1 0.1 0.1
H 0.0784 0.5305 2.5785 0.0 0.3 -0.1
H -1.5501 0.2283 1.6597 0.1 -0.1 0.6
H 3.0526 1.6030 0.2714 0.9 -0.2 0.0
H 1.4171 2.3332 0.6852 0.0 -0.1 0.0
H -1.8050 3.4800 1.9576 -0.1 0.0 0.1
H -1.2734 2.3230 1.0997 0.0 0.4 0.1
O -1.4752 3.2753 1.0813 0.1 -0.2 -0.2